(1)
# C7H10N2S2

C7H10N2S2 as an isolated structure at a distorted geometry (ωB97M-V/def2-TZVPD, OMol25).

Structure (XYZ):
```
21
C7H10N2S2 | OMol25 | ωB97M-V/def2-TZVPD
C -1.235 1.965 0.570
C -1.394 1.928 -0.879
C -1.881 -0.657 0.054
C -0.166 0.343 -0.177
C 2.249 0.258 -0.549
C 1.213 -1.298 1.074
C 1.021 -0.568 -0.215
N -0.363 1.094 0.921
N -0.687 0.912 -1.324
S -3.237 0.112 0.326
S -1.601 -2.321 -0.309
H -1.662 2.745 1.128
H -2.055 2.502 -1.467
H 2.506 1.183 0.186
H 2.122 0.773 -1.583
H 3.256 -0.206 -0.629
H 2.172 -1.971 1.197
H 0.398 -2.008 1.385
H 1.384 -0.716 1.996
H 0.807 -1.226 -1.013
H -2.845 -2.843 -0.691
```

Energy relative to the best compared isomer or geometry (same formula, charge and spin) (kcal per mole): 56.51
HOMO-LUMO gap (eV): 8.6
E_HOMO (eV): -9.3864
LUMO level (Ha): -0.0289
DFT total energy (eV): -32068.638
Total charge: 0

---

(2)
# C7H10N3

An isolated ion of composition C7H10N3 and charge +1 at a distorted geometry (ωB97M-V/def2-TZVPD, OMol25).

Structure (XYZ):
```
20
C7H10N3 | OMol25 | ωB97M-V/def2-TZVPD
C 1.278 0.006 0.998
C 0.010 -0.623 0.748
C 0.883 0.433 -1.225
C -2.118 -0.094 1.168
C -2.538 -0.561 -0.161
C -1.413 -0.360 -1.307
C 3.185 0.952 -0.231
N -0.883 -0.058 1.500
N 1.785 0.570 -0.061
N -0.148 -0.262 -0.667
H 1.333 0.574 1.884
H -0.110 -1.754 0.850
H -2.800 0.247 1.995
H -2.623 -1.635 -0.042
H -3.532 -0.093 -0.503
H -1.514 -1.141 -2.032
H -1.400 0.653 -1.821
H 3.263 1.453 -1.243
H 3.642 1.645 0.472
H 3.699 0.049 -0.320
```

Energy relative to the best compared isomer or geometry (same formula, charge and spin) (kcal per mole): 113.30
HOMO-LUMO gap (eV): 7.9
E_HOMO (eV): -13.7467
LUMO level (Ha): -0.2152
DFT total energy (eV): -11880.101
Total charge: +1

---

(3)
# C7H10N3

An isolated ion of composition C7H10N3 and charge +1 at a distorted geometry (ωB97M-V/def2-TZVPD, OMol25).

Structure (XYZ):
```
20
C7H10N3 | OMol25 | ωB97M-V/def2-TZVPD
C 2.502 0.474 1.475
C 1.364 0.131 2.138
C 2.676 0.678 0.060
C 0.062 -0.306 1.583
C 1.898 0.654 -0.971
C -0.441 0.115 0.412
C -2.798 -0.460 -0.073
N 1.513 0.804 -2.152
N -3.714 -0.874 -0.964
N -1.507 -0.427 -0.280
H 3.503 0.605 2.016
H 1.468 0.138 3.257
H 3.733 0.786 -0.219
H -0.363 -1.122 2.075
H -3.240 0.150 0.757
H 0.848 1.515 -2.396
H 1.726 0.046 -2.700
H -4.575 -0.353 -1.158
H -3.524 -1.553 -1.742
H -1.130 -1.000 -1.119
```

Energy relative to the best compared isomer or geometry (same formula, charge and spin) (kcal per mole): 132.14
HOMO-LUMO gap (spin up / spin down) (eV): 7.0 / 7.0
E_HOMO (spin up / spin down) (eV): -10.8701 / -10.8695
LUMO level (spin up / spin down) (Ha): -0.1420 / -0.1421
DFT total energy (eV): -11879.284
Total charge: +1

---

(4)
# C7H10N4

The molecule C7H10N4 at a distorted geometry (ωB97M-V/def2-TZVPD, OMol25).

Structure (XYZ):
```
21
C7H10N4 | OMol25 | ωB97M-V/def2-TZVPD
C 2.994 -0.172 -0.154
C 3.321 1.191 0.097
C -0.587 -0.926 0.498
C 1.603 -0.275 -0.036
C 0.686 -1.331 0.239
C 1.113 1.015 0.072
C -2.688 0.845 -0.503
N 2.080 1.889 0.270
N -0.809 0.342 0.927
N 0.944 -2.689 0.181
N -1.987 1.049 0.746
H 3.590 -1.064 -0.199
H 4.206 1.793 0.038
H -1.429 -1.608 0.339
H -3.772 0.549 -0.254
H -2.576 1.885 -1.088
H -2.051 0.119 -0.952
H 1.865 2.891 0.416
H 1.885 -2.778 -0.100
H 0.794 -3.160 1.077
H -1.782 2.034 1.106
```

Energy relative to the best compared isomer or geometry (same formula, charge and spin) (kcal per mole): 131.34
HOMO-LUMO gap (eV): 7.4
E_HOMO (eV): -6.8316
LUMO level (Ha): 0.0197
DFT total energy (eV): -13376.160
Total charge: 0

---

(5)
# C7H10N4O4

The molecule C7H10N4O4 at a distorted geometry (ωB97M-V/def2-TZVPD, OMol25).

Structure (XYZ):
```
25
C7H10N4O4 | OMol25 | ωB97M-V/def2-TZVPD
O -3.064 -1.517 -1.600
C -2.484 -1.145 -0.638
N -1.563 -1.816 0.030
N -0.960 -1.260 1.116
C 0.509 -1.180 1.180
C 1.224 -0.580 0.060
O 1.394 0.871 0.041
C 0.772 1.532 -1.081
N -0.512 0.891 -1.204
C -1.399 1.014 -0.037
C -1.515 0.112 1.138
C -2.665 0.169 0.071
N -3.985 0.621 0.340
O -4.753 -0.270 0.567
O -4.220 1.797 0.189
H -1.114 -2.717 -0.425
H 0.840 -2.246 1.155
H 0.751 -0.601 2.160
H 2.106 -1.089 -0.088
H 0.672 -0.780 -0.894
H 1.439 1.489 -1.919
H 0.791 2.634 -0.802
H -0.900 1.218 -2.052
H -1.470 2.036 0.244
H -1.537 0.577 2.110
```

Energy relative to the best compared isomer or geometry (same formula, charge and spin) (kcal per mole): 44.14
HOMO-LUMO gap (eV): 8.8
E_HOMO (eV): -8.6442
LUMO level (Ha): 0.0054
DFT total energy (eV): -21564.954
Total charge: 0

---

(6)
# C7H10NO

An isolated ion of composition C7H10NO and charge +1 at a distorted geometry (ωB97M-V/def2-TZVPD, OMol25).

Structure (XYZ):
```
19
C7H10NO | OMol25 | ωB97M-V/def2-TZVPD
C -4.376 0.039 -0.691
C -3.384 -0.236 0.003
C -0.273 -1.202 0.360
C -0.122 1.205 0.260
C 1.061 -1.243 -0.398
C 1.265 1.082 -0.420
C -2.261 0.104 0.580
N -0.971 -0.006 -0.095
O 1.884 -0.117 -0.178
H -0.954 -2.080 0.236
H -0.079 -0.999 1.388
H -0.177 1.104 1.320
H -0.567 2.133 -0.018
H 1.557 -2.247 -0.174
H 0.800 -1.067 -1.548
H 1.083 1.322 -1.562
H 1.886 1.873 -0.177
H -2.199 0.290 1.710
H -1.219 -0.141 -1.119
```

Energy relative to the best compared isomer or geometry (same formula, charge and spin) (kcal per mole): 149.55
HOMO-LUMO gap (eV): 8.6
E_HOMO (eV): -14.8677
LUMO level (Ha): -0.2305
DFT total energy (eV): -10944.991
Total charge: +1

---

(7)
# C7H10NO

An isolated ion of composition C7H10NO and charge +1 at a distorted geometry (ωB97M-V/def2-TZVPD, OMol25).

Structure (XYZ):
```
19
C7H10NO | OMol25 | ωB97M-V/def2-TZVPD
C 2.795 -0.467 -0.018
C 1.871 -1.372 0.192
C 1.903 0.460 -1.060
C -1.465 -0.832 -0.196
C -0.128 -0.517 -0.157
C -2.117 -2.015 0.273
C 0.544 1.735 0.425
N 0.621 0.566 -0.432
O 0.645 -1.712 0.018
H 3.727 -0.195 0.475
H 2.467 1.360 -0.825
H 1.812 0.048 -2.080
H -2.148 -0.032 -0.406
H -2.908 -2.379 -0.434
H -2.799 -1.905 1.041
H -1.416 -2.765 0.491
H 0.846 2.680 -0.193
H 1.325 1.829 1.354
H -0.397 1.942 0.890
```

Energy relative to the best compared isomer or geometry (same formula, charge and spin) (kcal per mole): 27.81
Multiplicity: 3
HOMO-LUMO gap (spin up / spin down) (eV): 8.2 / 6.5
E_HOMO (spin up / spin down) (eV): -11.6954 / -13.9547
LUMO level (spin up / spin down) (Ha): -0.1302 / -0.2747
DFT total energy (eV): -10944.687
Total charge: +1

---

(8)
# C7H10NO2

A 2-piece molecular cluster, C7H10NO2 overall at a distorted geometry (ωB97M-V/def2-TZVPD, OMol25).

Structure (XYZ):
```
20
C7H10NO2 | OMol25 | ωB97M-V/def2-TZVPD
C -2.800 0.190 0.072
C -2.149 -1.106 0.047
C -2.100 1.380 -0.185
C -0.846 -1.172 -0.218
C -0.778 1.286 -0.559
C -0.140 -0.005 -0.570
C 1.369 -0.025 -0.879
N 1.995 -1.153 -0.854
O 2.097 1.059 -1.076
O 1.631 0.148 1.351
H -3.883 0.080 0.490
H -2.609 -1.899 0.563
H -2.536 2.374 -0.295
H -0.319 -2.189 -0.389
H -0.276 2.140 -0.872
H 1.827 -2.107 -0.472
H 0.751 0.457 1.717
H 2.943 -1.153 -1.092
H 1.520 1.798 -0.777
H 2.357 0.763 1.617
```

Energy relative to the best compared isomer or geometry (same formula, charge and spin) (kcal per mole): 4.87
HOMO-LUMO gap (eV): 9.2
E_HOMO (eV): -13.5305
LUMO level (Ha): -0.1591
DFT total energy (eV): -12998.596
Total charge: +1

---

(9)
# C7H10NO2PS

The molecule C7H10NO2PS at a distorted geometry (ωB97M-V/def2-TZVPD, OMol25).

Structure (XYZ):
```
22
C7H10NO2PS | OMol25 | ωB97M-V/def2-TZVPD
C 2.560 1.039 -0.234
C 4.537 -0.078 0.386
C 2.481 -0.284 0.074
C -2.234 1.373 0.702
C 1.380 -2.587 -0.147
C -1.872 1.508 -0.805
C 1.303 -1.054 -0.039
N 3.650 -1.015 0.355
O -1.296 -1.223 -0.793
O -0.542 1.239 -1.043
P -0.087 -0.410 -0.882
S 4.149 1.543 0.086
H 1.804 1.640 -0.746
H 5.599 -0.194 0.697
H -3.309 1.353 0.846
H -1.705 0.527 1.043
H -1.920 2.120 1.290
H 1.316 -2.966 -1.098
H 0.602 -2.944 0.616
H 2.371 -2.922 0.245
H -2.005 2.574 -1.207
H -2.589 0.780 -1.378
```

Energy relative to the best compared isomer or geometry (same formula, charge and spin) (kcal per mole): 95.63
HOMO-LUMO gap (spin up / spin down) (eV): 7.0 / 7.0
E_HOMO (spin up / spin down) (eV): -7.8327 / -7.8331
LUMO level (spin up / spin down) (Ha): -0.0317 / -0.0317
DFT total energy (eV): -33127.998
Total charge: 0

---

(10)
# C7H10NO3S

An isolated ion of composition C7H10NO3S and charge -1 at a distorted geometry (ωB97M-V/def2-TZVPD, OMol25).

Structure (XYZ):
```
22
C7H10NO3S | OMol25 | ωB97M-V/def2-TZVPD
C -0.140 0.051 1.456
C -1.459 -1.923 3.334
C -2.126 0.544 2.898
C 0.354 -1.516 -0.330
C 1.734 0.574 0.141
C -0.617 0.797 -0.996
C 0.304 0.042 -0.033
N -1.829 -0.819 3.664
O -1.802 1.605 3.451
O -1.381 0.307 1.586
O -3.495 0.313 2.520
S -1.257 -3.461 3.162
H 0.712 -1.688 -1.269
H 1.000 -1.985 0.579
H -0.677 -1.822 -0.423
H 2.317 0.041 0.953
H 1.604 1.530 0.430
H 2.295 0.381 -0.729
H -0.763 1.909 -0.631
H -1.448 0.264 -1.088
H -0.160 0.819 -2.125
H -3.866 1.063 3.092
```

Energy relative to the best compared isomer or geometry (same formula, charge and spin) (kcal per mole): 96.70
HOMO-LUMO gap (eV): 7.3
E_HOMO (eV): -4.0378
LUMO level (Ha): 0.1200
DFT total energy (eV): -25886.563
Total charge: -1

---

(11)
# C7H10NS

An isolated ion of composition C7H10NS and charge +1 at a distorted geometry (ωB97M-V/def2-TZVPD, OMol25).

Structure (XYZ):
```
19
C7H10NS | OMol25 | ωB97M-V/def2-TZVPD
C 2.034 1.873 -0.444
C 1.373 1.117 0.394
C 1.464 1.886 -1.743
C -0.081 -1.969 0.332
C -1.230 -1.694 -0.600
C -0.737 -0.557 0.268
C -1.576 0.029 1.399
N 0.093 0.397 -0.441
S 0.111 0.972 -1.950
H 2.913 2.353 -0.040
H 1.511 0.915 1.443
H 2.043 2.448 -2.486
H -0.316 -2.580 1.217
H 0.870 -2.088 0.014
H -0.783 -1.629 -1.695
H -2.267 -1.962 -0.386
H -2.493 0.154 0.831
H -1.169 0.911 1.694
H -1.759 -0.577 2.193
```

Energy relative to the best compared isomer or geometry (same formula, charge and spin) (kcal per mole): 38.72
HOMO-LUMO gap (eV): 8.4
E_HOMO (eV): -13.6379
LUMO level (Ha): -0.1920
DFT total energy (eV): -19736.164
Total charge: +1

---

(12)
# C7H10NS2

An isolated ion of composition C7H10NS2 and charge +1 at a distorted geometry (ωB97M-V/def2-TZVPD, OMol25).

Structure (XYZ):
```
20
C7H10NS2 | OMol25 | ωB97M-V/def2-TZVPD
C -1.606 1.420 -0.778
C -2.379 0.975 0.271
C -0.395 0.863 -1.028
C -0.034 -1.000 0.186
C -2.051 -0.026 1.287
C -0.572 -0.449 1.349
C 1.919 -0.379 -1.189
N 1.523 -0.949 0.057
S 1.064 1.271 -1.582
S 3.854 -0.064 -1.275
H -2.012 2.268 -1.311
H -3.352 1.425 0.479
H -2.491 0.222 2.256
H -2.553 -0.921 1.022
H -0.229 -1.137 2.007
H 0.021 0.465 1.693
H 1.694 -1.101 -1.913
H 1.844 -0.570 0.926
H 1.918 -1.827 0.118
H 3.836 -0.484 -2.576
```

Energy relative to the best compared isomer or geometry (same formula, charge and spin) (kcal per mole): 100.94
HOMO-LUMO gap (eV): 6.7
E_HOMO (eV): -11.8156
LUMO level (Ha): -0.1862
DFT total energy (eV): -30568.049
Total charge: +1

---

- Look up the energy relative to the best compared isomer or geometry (same formula, charge and spin) of the first one.
  56.51 kcal per mole

---

- DFT total energy of number 6 (C7H10NO)?
  -10944.991 eV

---

- total charge of number 4 (C7H10N4)?
  0

---

- What is the energy relative to the best compared isomer or geometry (same formula, charge and spin) in the ninth record?
  95.63 kcal per mole